28
Properties=species:S:1:pos:R:3 method="wB97M-V/def2-TZVPD" largest_force_ev_per_a=6.66 homo_lumo_gap_ev="5.331 / 5.739" de_lowest_kj_mol=0.0 homo_ev="-4.78 / -8.97" lumo_energy_ev="0.56 / -3.23" multiplicity=3
C -3.3681 -1.0222 -0.6531
C -3.4008 -0.3117 0.5149
C -2.2022 -0.9840 -1.3915
C -2.3098 0.3209 1.0114
C -1.1812 -0.1392 -1.0253
C -1.1409 0.4191 0.2609
C 1.4143 0.2692 0.1945
C 1.5366 -1.1755 0.4301
C 2.5616 0.6485 -0.2716
C 0.5201 -2.1696 0.9239
C 3.2312 1.9585 -0.5684
C 0.0932 0.9723 0.7933
N 2.7244 -1.4805 0.0915
O 3.3763 -0.4098 -0.4158
S 0.0463 2.8308 0.1505
H -4.1798 -1.7627 -0.9584
H -4.3418 -0.4342 1.1997
H -2.1746 -1.4004 -2.3452
H -2.2814 0.8865 1.9374
H -0.3110 -0.0110 -1.7201
H -0.3583 -1.8117 1.5247
H -0.1077 -2.3921 0.0156
H 0.9523 -3.0605 1.3529
H 3.3018 2.0170 -1.6840
H 2.7384 2.8017 -0.0712
H 4.1343 1.7670 -0.0892
H 0.2581 1.2244 1.8662
H 0.4685 2.4494 -1.0737

=====

31
Properties=species:S:1:pos:R:3 method="wB97M-V/def2-TZVPD" largest_force_ev_per_a=3.44 homo_lumo_gap_ev=9.815 de_lowest_kj_mol=0.0 smiles="O=P1(CCc2ccc(Cl)cc2)C[C@@H](Br)[C@H](Br)C1" homo_ev=-9.41 lumo_energy_ev=0.40
O -0.0496 -0.8460 3.4019
P 0.1020 -0.2879 2.0302
C -1.1880 0.9597 1.7841
C -1.0785 1.8768 0.5563
C -1.1132 1.1336 -0.7771
C -2.1904 0.2830 -1.0632
C -2.1325 -0.5309 -2.2059
C -1.0440 -0.4279 -3.0854
Cl -1.0062 -1.4692 -4.5152
C -0.0358 0.4912 -2.8528
C -0.0427 1.2461 -1.6911
C 0.1753 -1.6738 0.9159
C 1.6701 -1.7401 0.5494
Br 1.8268 -2.4657 -1.3532
C 2.2822 -0.3530 0.6777
Br 4.2123 -0.5510 0.9107
C 1.7302 0.3980 1.8799
H -1.1236 1.5750 2.6772
H -2.1383 0.4417 1.7828
H -0.1665 2.4893 0.6535
H -1.9342 2.6246 0.6003
H -3.0149 0.2851 -0.3401
H -2.9583 -1.2025 -2.4258
H 0.7756 0.5807 -3.5867
H 0.7766 1.9310 -1.4813
H -0.4671 -1.5393 0.0629
H -0.1313 -2.5924 1.3921
H 2.1957 -2.4077 1.2321
H 2.0686 0.1956 -0.2558
H 2.2221 0.0640 2.7769
H 1.7776 1.5121 1.7497

=====

35
Properties=species:S:1:pos:R:3 method="wB97M-V/def2-TZVPD" largest_force_ev_per_a=4.58 homo_lumo_gap_ev="3.648 / 3.645" de_lowest_kj_mol=0.0 homo_ev="-15.53 / -15.53" lumo_energy_ev="-11.88 / -11.88" charge=+2
C -0.5798 1.9072 2.7277
C 2.7260 -0.5689 -0.0981
H -0.2158 0.6532 2.8590
H -0.7319 2.2741 1.7063
H 0.0931 2.5276 3.3185
H 2.4779 -0.8704 -1.1230
H 3.6019 0.1019 -0.1592
H 3.0614 -1.4752 0.4249
C -0.6337 2.2098 -1.0907
C -1.6475 2.5232 -2.0006
C -2.4388 1.4939 -2.5082
C -2.1739 0.1905 -2.0980
H 0.0014 2.9973 -0.6874
H -1.7853 3.5623 -2.2960
H -3.2459 1.6995 -3.2110
H -2.7554 -0.6442 -2.4774
N -0.4004 0.9486 -0.6349
C -1.1396 -0.0739 -1.1798
C -0.7996 -1.4614 -0.7698
N 0.1859 -1.5947 0.1427
C 0.5147 -2.8060 0.6099
C -1.0723 -3.8759 -0.8477
C -0.0759 -3.9802 0.1336
H 1.2911 -2.8262 1.3787
H 0.2673 -4.9330 0.5271
C -1.4298 -2.6076 -1.3091
H -2.1630 -2.4711 -2.1008
H -1.5540 -4.7664 -1.2482
Zr 1.2432 0.4548 1.0308
I -2.4650 1.9109 3.6530
O 1.5407 2.6578 0.7641
Cl 2.9234 2.8091 1.4748
O 2.9998 1.3898 2.0700
O 3.9554 2.9618 0.4529
O 0.4243 -0.3184 2.5659

=====

40
Properties=species:S:1:pos:R:3 method="wB97M-V/def2-TZVPD" largest_force_ev_per_a=0.37 homo_lumo_gap_ev=8.296 de_lowest_kj_mol=0.0 homo_ev=-8.42 lumo_energy_ev=-0.12
Co 0.1292 -1.2857 -1.8399
N -1.5747 -0.7879 -2.6055
N -2.0732 -1.9445 -3.2459
C -1.1240 -2.9539 -3.5112
O -1.3819 -3.8284 -4.3013
O -0.0212 -2.8269 -2.8154
H -2.1836 -0.5250 -1.8335
H -1.4710 0.0117 -3.2290
H -2.7640 -1.8016 -3.9663
N -1.0591 3.2324 4.5194
C -0.7328 2.9149 3.2150
C -1.5397 2.0404 2.4760
C -1.2467 1.7613 1.1587
C -0.1397 2.3514 0.5571
C 0.6716 3.2170 1.2765
C 0.3752 3.4994 2.5968
S 0.2532 1.9663 -1.1063
O 1.3691 2.7841 -1.4970
O -0.9662 1.9698 -1.8737
N 0.7179 0.4180 -1.0774
C 1.9882 -0.0458 -1.0272
S 3.5418 0.6521 -0.8360
C 4.2344 -0.9319 -1.0447
C 3.2798 -1.8568 -1.2733
N 2.0056 -1.3501 -1.2482
H -1.6639 2.5924 5.0050
H -0.3249 3.6128 5.0916
H -2.4044 1.5850 2.9434
H -1.8707 1.0765 0.5999
H 1.5247 3.6739 0.7937
H 1.0002 4.1853 3.1556
H 5.2995 -1.0769 -0.9916
H 3.4345 -2.9087 -1.4519
C -0.5985 -3.2517 1.5836
O -0.0022 -2.7664 0.3651
C -0.7185 -1.8637 -0.2902
O -1.7662 -1.4092 0.0957
H 0.1318 -3.9298 2.0123
H -1.5256 -3.7761 1.3607
H -0.8039 -2.4238 2.2592